{
  "formula": "C8H14O2",
  "method": "ωB97M-V/def2-TZVPD",
  "symbols": ["C", "C", "C", "C", "C", "C", "C", "C", "O", "H", "H", "H", "H", "H", "H", "H", "H", "H", "H", "H", "H", "O", "H", "H"],
  "xyz": [[-6.6646, 6.4758, 1.6894], [-6.3088, 5.3035, 2.5968], [-5.9930, 4.0263, 1.8244], [-5.6210, 2.8616, 2.7499], [-5.3437, 1.6163, 2.0311], [-5.1663, 0.5581, 1.4671], [-4.7886, -0.7172, 0.8485], [-3.7680, -0.6308, -0.2862], [-3.5676, -1.8231, -0.8595], [-7.5444, 6.2418, 1.0711], [-5.8315, 6.7161, 1.0118], [-6.8954, 7.3775, 2.2743], [-7.1416, 5.1080, 3.2921], [-5.4420, 5.5713, 3.2230], [-5.1621, 4.2105, 1.1251], [-6.8636, 3.7404, 1.2129], [-6.4376, 2.6837, 3.4676], [-4.7370, 3.1339, 3.3484], [-4.2301, -1.2533, 1.6429], [-4.9722, -0.2082, -0.6370], [-2.8533, -0.1217, 0.0557], [-5.7361, -2.1910, 0.4776], [-4.5426, -2.5515, -0.5123], [-5.8453, -2.6401, 1.3200]],
  "homo_lumo_gap_ev": 8.53,
  "e_above_lowest_kcal_mol": 161.46,
  "homo_energy_ha": -0.308,
  "spin_multiplicity": 1
}